Computed, not measured: a 2-piece molecular cluster, C3H4F2IN overall at a distorted geometry, with ωB97M-V/def2-TZVPD.

The geometry in XYZ format:
```
11
Properties=species:S:1:pos:R:3:lowdin_charge:R:1
C 1.038 0.994 0.026 -0.26
C 1.953 0.024 -0.347 -0.07
C -1.879 -0.993 0.775 -0.50
N 0.146 1.660 0.293 0.12
F -2.643 -2.060 0.390 -0.10
F -0.832 -1.150 -0.102 -0.14
I -2.913 0.944 -0.051 0.96
H 2.780 0.487 -0.858 0.09
H 2.223 -0.464 0.568 0.09
H 1.609 -0.905 -0.978 0.14
H -1.482 1.464 0.286 -0.32
```

Results
Electronic energy = -18197.394 eV
Energy relative to the best compared isomer or geometry (same formula, charge and spin) = 3.768 eV
Gap between HOMO and LUMO = 8.69 eV
LUMO energy = 0.39 eV
Highest occupied orbital energy = -8.295 eV

---

Computed, not measured: a 9-piece molecular cluster, C36H87N9O12 overall at a distorted geometry, with ωB97M-V/def2-TZVPD.

The geometry in XYZ format:
```
144
Properties=species:S:1:pos:R:3:lowdin_charge:R:1
C 3.200 2.355 -2.100 -0.03
C 3.061 3.886 -2.306 -0.42
C 2.566 4.442 -0.891 -0.01
C 4.372 4.514 -2.724 -0.17
C 4.220 5.921 -3.188 -0.20
C 3.296 5.983 -4.413 -0.14
C 1.849 5.517 -4.066 -0.46
C 1.153 6.621 -3.209 -0.03
C 1.220 5.265 -5.480 -0.04
N 2.008 4.194 -3.389 -0.10
O 0.700 3.689 -3.151 -0.02
H 4.159 2.141 -1.628 0.09
H 2.459 1.866 -1.468 0.06
H 3.048 1.895 -3.077 0.07
H 2.578 3.615 -0.182 0.05
H 3.246 5.200 -0.502 0.08
H 1.562 4.850 -0.766 0.04
H 5.058 4.530 -1.877 0.12
H 4.815 3.945 -3.541 0.13
H 3.692 6.452 -2.397 0.10
H 5.176 6.440 -3.256 0.12
H 3.682 5.598 -5.357 0.12
H 3.352 7.070 -4.468 0.11
H 0.066 6.542 -3.196 0.06
H 1.250 7.603 -3.673 0.08
H 1.468 6.676 -2.167 0.07
H 1.743 4.529 -6.091 0.08
H 1.189 6.194 -6.049 0.08
H 0.169 4.979 -5.423 0.07
H 0.476 4.170 -2.351 0.05
C 4.735 -6.861 0.728 -0.04
C 3.301 -6.478 0.323 -0.48
C 2.949 -7.324 -0.949 -0.02
C 2.338 -6.881 1.479 -0.14
C 0.948 -6.284 1.358 -0.20
C 1.092 -4.821 1.287 -0.15
C 1.967 -4.296 0.086 -0.49
C 1.192 -4.419 -1.187 -0.02
C 2.136 -2.849 0.465 -0.05
N 3.236 -5.044 0.073 -0.14
O 4.152 -4.549 -0.792 0.01
H 5.397 -6.338 0.039 0.07
H 5.041 -6.537 1.723 0.08
H 5.051 -7.892 0.565 0.08
H 1.971 -6.972 -1.278 0.06
H 3.748 -7.144 -1.668 0.08
H 2.758 -8.374 -0.726 0.08
H 2.427 -7.965 1.550 0.12
H 2.650 -6.568 2.475 0.12
H 0.538 -6.792 0.485 0.11
H 0.346 -6.498 2.241 0.12
H 1.479 -4.464 2.241 0.12
H 0.136 -4.305 1.372 0.11
H 0.563 -5.298 -1.329 0.08
H 1.838 -4.314 -2.059 0.08
H 0.558 -3.538 -1.280 0.07
H 1.225 -2.273 0.629 0.07
H 2.576 -2.308 -0.373 0.08
H 2.747 -2.673 1.351 0.10
H 3.721 -4.645 -1.645 0.08
C -3.017 -0.021 2.732 -0.05
C -3.139 -1.529 2.858 -0.48
C -3.099 -2.093 1.416 -0.02
C -1.823 -1.924 3.651 -0.08
C -1.849 -3.371 4.267 -0.18
C -3.148 -3.536 5.000 -0.16
C -4.488 -3.290 4.215 -0.43
C -4.786 -4.445 3.150 -0.01
C -5.688 -3.273 5.244 -0.02
N -4.297 -1.991 3.559 -0.15
O -5.460 -1.543 3.011 0.00
H -3.625 0.557 2.035 0.09
H -2.028 0.269 2.376 0.06
H -3.237 0.488 3.670 0.08
H -2.897 -3.161 1.335 0.07
H -2.364 -1.588 0.789 0.07
H -4.051 -1.986 0.897 0.06
H -0.960 -1.898 2.986 0.11
H -1.767 -1.192 4.457 0.12
H -1.093 -3.734 4.963 0.11
H -1.893 -4.025 3.396 0.08
H -2.991 -2.908 5.878 0.12
H -3.124 -4.578 5.317 0.12
H -3.858 -4.783 2.689 0.06
H -5.108 -5.353 3.660 0.07
H -5.495 -4.135 2.382 0.07
H -5.889 -4.286 5.591 0.07
H -5.444 -2.663 6.115 0.08
H -6.594 -2.901 4.766 0.07
H -5.577 -2.141 2.270 0.07
N -1.698 4.258 -0.568 0.18
C -1.107 5.300 -0.229 -0.83
N -1.577 6.192 -1.023 0.16
O -0.305 5.409 0.700 0.03
H -2.396 4.305 -1.296 0.13
H -1.527 3.462 0.030 0.08
H -2.469 5.944 -1.425 0.12
H -1.325 7.163 -0.908 0.13
N 4.068 3.167 2.069 0.16
C 3.242 2.221 2.467 -0.75
N 2.055 2.660 2.792 0.19
O 3.481 0.996 2.345 -0.02
H 4.802 2.795 1.484 0.12
H 3.754 4.127 2.065 0.10
H 1.449 1.871 2.966 0.11
H 1.837 3.646 2.775 0.11
N 0.660 0.294 0.033 0.22
C -0.374 1.078 -0.016 -0.72
N -0.829 1.065 -1.199 0.20
O -0.862 1.835 0.829 0.00
H 0.792 -0.430 -0.659 0.09
H 1.315 0.495 0.775 0.11
H -1.713 1.507 -1.407 0.08
H -0.422 0.536 -1.957 0.08
O -3.907 3.434 3.336 -0.05
C -2.776 4.220 3.082 -0.25
C -1.430 3.795 3.665 -0.28
O -1.169 2.512 3.305 -0.08
H -3.691 2.711 3.929 0.07
H -2.739 4.193 1.993 0.09
H -2.952 5.287 3.215 0.12
H -1.539 3.824 4.749 0.12
H -0.588 4.454 3.451 0.11
H -1.226 2.501 2.347 0.02
O -2.949 -1.506 -1.756 -0.08
C -4.196 -0.846 -1.983 -0.22
C -4.015 0.472 -2.681 -0.24
O -3.520 1.361 -1.765 -0.09
H -2.392 -0.825 -1.372 0.04
H -4.798 -1.554 -2.551 0.12
H -4.664 -0.809 -0.999 0.11
H -4.996 0.913 -2.854 0.13
H -3.353 0.484 -3.547 0.14
H -4.176 1.599 -1.106 0.12
O 1.256 -2.426 -5.181 -0.09
C 1.766 -1.128 -4.614 -0.17
C 0.595 -0.486 -3.900 -0.20
O 0.053 -1.222 -2.728 -0.10
H 0.430 -2.223 -5.624 0.07
H 2.607 -1.157 -3.922 0.12
H 2.034 -0.492 -5.456 0.12
H -0.194 -0.270 -4.621 0.12
H 1.006 0.458 -3.542 0.10
H -0.193 -2.112 -2.990 0.08
```

Results
Electronic energy = -76717.278 eV
Energy relative to the best compared isomer or geometry (same formula, charge and spin) = 0.731 eV
Structure (SMILES) = CC1(C)CCCC(C)(C)N1O.CC1(C)CCCC(C)(C)N1O.CC1(C)CCCC(C)(C)N1O.NC(N)=O.NC(N)=O.NC(N)=O.OCCO.OCCO.OCCO
Gap between HOMO and LUMO = 8.02 eV
LUMO energy = 0.12 eV
Highest occupied orbital energy = -7.902 eV